Entry 1:
Here is an isolated molecule of C3H5BrS2 at a distorted geometry from OMol25. Energies are from ωB97M-V/def2-TZVPD.

Last column: Löwdin charge in e.
CARTESIAN COORDINATES (ANGSTROEM)
Br (3.106281, -0.000062, -0.508643)  0.132
H (-1.016078, 2.099812, -0.107479)  0.068
S (1.185413, 1.630632, 0.457659)  0.501
H (-0.222776, 1.038950, -1.268952)  0.012
C (-0.460659, 1.187937, -0.312287)  -0.562
C (-1.159939, -1.234358, 0.090841)  0.017
H (-0.276991, -1.768357, -0.370530)  0.090
C (-1.189399, 0.077914, 0.315238)  -0.268
H (-1.886168, -1.879943, 0.400940)  0.017
H (-2.055100, 0.578190, 0.930921)  0.133
S (3.975418, -1.730711, 0.372289)  -0.140

Cartesian forces (eV/Å) of the 3 atoms listed first:
-0.928 0.670 0.301
0.116 0.277 -0.491
0.657 -0.982 -0.248

Properties
gap between HOMO and LUMO (alpha / beta) = 5.75 / 5.80 eV
energy relative to the best compared isomer or geometry (same formula, charge and spin) = 2.544 eV
LUMO energy (alpha / beta) = -0.1113 / -0.1111 Ha

=====

Entry 2:
Here is an isolated molecule of C28H31N5O at a distorted geometry from OMol25. Energies are from ωB97M-V/def2-TZVPD.

Last column: Löwdin charge in e.
CARTESIAN COORDINATES (ANGSTROEM)
H (-6.895727, 1.483722, 0.518557)  0.121
C (-2.392970, 0.700895, 1.336790)  -0.226
H (-5.494489, -1.618351, 1.800257)  0.126
H (-8.086400, -0.449128, 1.873457)  0.119
C (0.477295, 0.565405, -0.913041)  -0.030
C (-4.146157, -0.412432, 0.659639)  -0.286
C (1.003745, 1.322427, 0.181466)  -0.117
C (-3.649440, 1.038621, 0.511935)  -0.092
N (-1.696636, -0.444102, -1.357677)  0.152
C (3.924351, 3.476350, 1.112058)  -0.076
H (-8.050375, 0.217892, -1.969035)  0.103
N (2.108478, 0.421192, -2.723144)  0.155
H (-2.288713, 1.274609, 2.260872)  0.147
H (4.120749, 4.440399, 1.557831)  0.104
H (-3.429390, 1.335261, -0.509610)  0.106
H (-3.154236, -0.976097, 2.567538)  0.110
C (5.029436, -1.593771, -0.064305)  -0.226
C (0.881719, 0.156074, -2.197530)  -0.325
C (4.131865, -2.490674, -0.629480)  -0.050
H (3.873352, -2.404745, -1.675802)  0.113
N (-6.582417, -0.607547, 0.385379)  -0.180
H (1.793900, 3.683590, 1.232392)  0.109
H (-6.037270, 0.920120, -0.937447)  0.115
H (2.637298, 1.182081, -2.330037)  0.090
H (2.199188, 0.243135, -3.710118)  0.104
H (-9.033654, -1.503322, -0.800471)  0.102
C (4.770196, -2.696271, 2.055742)  -0.076
C (-0.864634, 0.257040, -0.582330)  -0.229
H (5.018865, -2.772063, 3.104088)  0.103
O (5.843853, 0.717007, -0.218297)  -0.043
C (-2.918903, -0.734324, 1.532813)  -0.075
C (-8.867264, -0.647358, -0.148880)  -0.165
N (-1.149051, 0.803317, 0.629156)  0.008
C (3.433470, 1.002680, -0.025054)  0.021
H (-5.636576, 0.122986, 2.139153)  0.131
C (-5.494526, -0.627205, 1.335118)  -0.186
C (5.658503, -0.506058, -0.901476)  -0.144
H (5.072183, -0.348429, -1.817681)  0.126
C (2.365519, 1.812297, 0.360475)  -0.173
H (2.861403, -4.176292, -0.303619)  0.103
C (2.618222, 3.053288, 0.935445)  -0.041
H (6.672830, -0.806353, -1.189458)  0.139
C (4.741017, 1.432894, 0.144401)  -0.253
C (4.982444, 2.682255, 0.718008)  -0.008
N (0.050132, -0.555363, -2.956906)  0.112
H (3.216935, 0.022757, -0.416886)  0.103
C (-0.025058, 1.441778, 1.078349)  0.014
C (-1.161891, -0.826695, -2.495181)  -0.216
H (-4.134390, -0.951050, -0.286259)  0.132
H (6.003798, 3.003535, 0.846549)  0.115
H (6.039742, -1.001657, 1.720988)  0.120
H (-2.263883, -1.497772, 1.122227)  0.111
C (3.877524, -3.589015, 1.487629)  -0.090
H (-0.022015, 1.924022, 2.037220)  0.132
C (-7.859613, -1.005865, 0.945130)  -0.206
C (-8.190981, 0.496658, -0.926312)  -0.160
H (-4.287166, 1.786481, 0.978895)  0.107
H (-1.793650, -1.413383, -3.149395)  0.106
C (5.346240, -1.704401, 1.282650)  -0.028
H (-7.849560, -2.071951, 1.178829)  0.117
H (3.426616, -4.362630, 2.091415)  0.100
H (-9.825296, -0.349508, 0.274099)  0.101
C (3.560693, -3.485455, 0.143612)  -0.079
C (-6.835361, 0.677883, -0.236499)  -0.197
H (-8.775635, 1.414854, -0.896431)  0.101

Cartesian forces (eV/Å) of the 3 atoms listed first:
0.041 -0.015 0.008
-0.249 0.022 0.243
0.014 0.049 0.064

Properties
gap between HOMO and LUMO = 8.42 eV
energy relative to the best compared isomer or geometry (same formula, charge and spin) = 0.340 eV
LUMO energy = 0.0272 Ha
SMILES string = Nc1ncnc2c1c(-c1cccc(OCc3ccccc3)c1)cn2[C@H]1C[C@H](CN2CCCC2)C1

=====

Entry 3:
Here is a structure of composition C24H21AuN8O2S from OMol25. Energies are from ωB97M-V/def2-TZVPD.

Last column: Löwdin charge in e.
CARTESIAN COORDINATES (ANGSTROEM)
H (-2.107016, -2.922057, -2.415229)  0.112
C (-0.795561, -2.424373, 3.365240)  -0.019
N (-0.120128, 1.148729, -2.923433)  -0.013
H (-1.586466, 0.368105, 0.885392)  0.079
C (1.974114, 1.682658, 1.624059)  -0.273
C (-2.562921, -1.935928, -4.254695)  -0.006
C (-1.951177, -2.040865, -3.016277)  0.048
H (-3.923666, -3.050113, 4.574216)  0.087
H (0.734630, 2.987150, -3.259606)  0.118
C (0.081830, 2.226311, -3.667986)  -0.079
C (5.052225, 2.850529, -0.198114)  0.006
O (-0.265899, -3.480123, -1.340735)  -0.243
H (-2.032597, 0.439565, 2.552156)  0.125
C (4.208453, 2.513193, 0.850357)  0.035
N (0.802413, 1.159822, 1.210094)  0.042
N (2.504974, 1.931728, -0.705577)  -0.018
S (0.053004, -2.356688, -0.523369)  0.661
N (1.659869, 1.750928, 5.049273)  0.215
H (-3.186612, -2.748711, -4.600072)  0.133
H (-3.945787, -2.821074, 2.194224)  0.126
N (-1.382566, 0.676122, 1.819966)  0.206
C (-2.396902, -0.816691, -5.045842)  0.058
H (-2.754948, -2.693145, 0.044853)  0.116
H (-0.315249, 3.292385, -5.485877)  0.130
C (-1.145964, -0.985012, -2.509507)  -0.230
C (-1.578441, 0.265360, -4.609931)  -0.123
H (-2.385373, -3.369260, 5.382880)  0.095
H (0.971011, 1.578094, 5.761788)  0.129
C (1.340538, 1.600837, 3.773317)  -0.400
C (-0.956761, 0.182376, -3.359449)  -0.142
H (-2.879749, -0.749479, -6.012241)  0.139
O (1.409015, -1.978473, -0.267848)  -0.296
N (0.114328, 1.175521, 3.466333)  0.200
C (-2.874086, -2.668970, 2.183858)  -0.014
C (-0.137821, 0.995609, 2.181461)  -0.433
C (-0.831055, -2.405023, 0.978818)  -0.326
C (-2.180546, -2.591598, 3.394895)  -0.246
H (2.932635, 2.101654, -2.715974)  0.109
H (-0.243818, -2.383915, 4.296103)  0.129
C (4.602201, 2.711955, -1.500660)  -0.007
C (3.318483, 2.242757, -1.715162)  -0.094
Au (0.618334, 0.862180, -0.903608)  1.166
C (2.940568, 2.052774, 0.557038)  -0.186
H (-2.949844, -1.716601, 5.193560)  0.094
H (-1.811470, 1.498769, -6.365289)  0.142
C (-1.341601, 1.409090, -5.393902)  0.053
C (-0.112473, -2.323917, 2.166133)  -0.056
H (6.051963, 3.211676, 0.001047)  0.132
N (-0.556580, -0.937647, -1.316481)  -0.118
C (-0.515276, 2.395661, -4.917675)  0.006
C (-2.904845, -2.692354, 4.705306)  -0.025
H (4.510115, 2.596632, 1.883951)  0.127
N (2.299640, 1.918010, 2.857604)  0.204
H (5.232131, 2.955420, -2.344019)  0.127
H (0.962410, -2.204732, 2.140129)  0.120
H (2.566207, 2.107740, 5.299879)  0.129
C (-2.207894, -2.592596, 0.974628)  -0.052

Cartesian forces (eV/Å) of the 3 atoms listed first:
0.010 0.004 0.001
0.011 0.009 -0.015
0.007 0.022 0.041

Properties
gap between HOMO and LUMO (alpha / beta) = 7.92 / 6.16 eV
energy relative to the best compared isomer or geometry (same formula, charge and spin) = 0.000 eV
2S+1 = 3
net charge = +2
LUMO energy (alpha / beta) = -0.2394 / -0.3105 Ha

=====

Entry 4:
Here is a structure of composition C19H20Cl4MnN7O4S from OMol25. Energies are from ωB97M-V/def2-TZVPD.

Last column: Löwdin charge in e.
CARTESIAN COORDINATES (ANGSTROEM)
C (-2.542660, -0.653580, 1.261250)  -0.170
Cl (0.255745, 0.272994, 4.894489)  0.648
S (0.001407, -2.667593, -0.071121)  0.702
H (0.198839, 3.951140, -2.983045)  0.116
N (2.626072, -2.859327, 0.289669)  0.110
H (-5.584370, -1.525609, 0.227720)  0.120
C (-4.640357, 0.510882, -1.111137)  -0.180
H (0.323379, 5.000317, 1.206530)  0.102
H (-2.141987, -0.088008, 2.100013)  0.118
C (0.118790, 1.235625, -2.579008)  -0.573
C (1.305508, 0.087256, 2.439179)  -0.395
H (-2.316828, 1.916922, 0.795405)  0.126
N (-2.094040, -0.010656, 0.001458)  -0.132
C (0.269103, 4.281971, 0.399963)  -0.049
C (1.597919, 0.163602, 3.792544)  -0.611
O (2.096791, -0.059190, 0.230917)  -0.183
H (2.859069, -1.672889, -1.866266)  0.110
C (3.684161, -0.066898, 1.996485)  -0.606
H (-2.327869, -0.309981, -2.069017)  0.126
C (0.255104, 4.683090, -0.927707)  -0.061
H (-4.086775, -2.484126, 0.211856)  0.127
H (-2.126892, -1.659290, 1.302739)  0.091
C (1.625847, -2.525046, -0.546717)  -0.901
N (-4.004094, -0.724622, 1.337926)  -0.082
Mn (0.101505, 0.006992, -0.022072)  0.516
C (2.388893, 0.000441, 1.495647)  -0.408
Cl (5.610781, -0.018950, 3.921392)  0.611
N (-4.109804, -0.849545, -1.091912)  -0.084
Cl (4.965357, -0.304421, 0.834352)  0.657
H (-2.393620, 1.826614, -0.976839)  0.127
H (-2.240410, -1.788394, -1.110801)  0.069
H (3.531357, -2.437307, 0.127110)  0.060
C (-4.538196, 0.632847, 1.256979)  -0.178
O (0.146107, 0.084391, -2.020866)  -0.120
O (0.098991, 0.086003, 1.942789)  -0.204
C (-2.649186, -0.781870, -1.142020)  -0.172
H (-4.339812, 0.994172, -2.043256)  0.127
C (3.962600, 0.017943, 3.372795)  -0.728
C (0.160184, 2.391148, -1.547081)  -0.157
N (0.151909, 2.007250, -0.262768)  0.044
O (0.076894, 1.524879, -3.766230)  0.036
H (-5.731649, 0.469984, -1.069314)  0.120
C (2.924344, 0.142936, 4.267536)  -0.727
H (1.216260, -1.634899, -2.274021)  0.072
H (0.291626, 5.734638, -1.184292)  0.101
H (2.359128, -2.937358, 1.257634)  0.096
N (1.959673, -2.126672, -1.785584)  0.112
H (0.221480, 2.544406, 1.713796)  0.121
H (-5.629007, 0.590930, 1.310786)  0.120
C (-2.694357, 1.341108, -0.048895)  -0.157
C (0.201878, 3.717067, -1.928356)  0.002
C (0.217673, 2.924929, 0.699393)  -0.084
C (-4.493812, -1.471843, 0.177702)  -0.175
Cl (3.230460, 0.261505, 5.972811)  0.611
N (-4.154013, 1.310547, 0.014990)  -0.083
H (-4.164395, 1.210443, 2.104868)  0.126

Cartesian forces (eV/Å) of the 3 atoms listed first:
-0.215 -0.047 0.031
0.067 0.010 -0.047
0.232 0.141 0.082

Properties
gap between HOMO and LUMO (alpha / beta) = 6.64 / 6.49 eV
energy relative to the best compared isomer or geometry (same formula, charge and spin) = 0.000 eV
2S+1 = 2
net charge = -1
LUMO energy (alpha / beta) = 0.0954 / 0.0954 Ha

=====

Entry 5:
Here is a structure of composition C44H43Cl2IN5O2RuS from OMol25. Energies are from ωB97M-V/def2-TZVPD.

Last column: Löwdin charge in e.
CARTESIAN COORDINATES (ANGSTROEM)
C (7.120543, 1.971529, 0.492004)  -0.116
C (-5.422582, -1.738758, -1.014065)  0.008
N (-1.663009, 1.962772, -2.699294)  0.044
H (1.072640, -1.199492, 0.346301)  0.057
H (-2.156776, -4.801466, -2.603168)  0.120
C (4.907107, 0.483633, -0.168380)  -0.559
C (-1.782008, 4.435428, -3.929206)  -0.059
H (2.450067, -0.602191, 2.321403)  0.127
C (0.059160, -3.030517, 2.872344)  -0.273
H (1.964098, -3.002382, 1.845527)  0.116
H (2.728814, 1.916502, -0.209803)  0.060
H (2.087280, -2.740768, 3.587994)  0.122
H (-1.624899, -2.734134, 4.204874)  0.119
H (1.829771, 4.201325, -0.483726)  0.130
C (-4.964824, -2.262357, 0.196040)  -0.255
C (7.282780, 0.673381, 0.037678)  -0.087
C (-0.609927, -2.342646, 4.070409)  -0.112
C (-4.637398, -0.864830, -1.778396)  -0.258
C (-1.058362, 2.155946, -3.877869)  -0.304
O (-0.582580, 2.084048, 0.026544)  -0.076
H (0.202390, 4.611901, 2.648045)  0.112
H (8.272174, 0.246438, -0.056220)  0.105
S (0.119409, 0.881911, -6.065036)  1.013
H (0.578102, 0.367383, 1.049641)  0.089
H (-0.601176, 3.519653, -5.475222)  0.096
C (5.851748, 2.517465, 0.604650)  -0.586
C (-0.835650, -1.219853, 1.361175)  -0.420
C (0.780821, -0.305620, 3.664630)  -0.106
H (-0.053555, -2.559840, 4.987295)  0.120
C (-0.031856, -0.133448, -3.672958)  -0.285
H (-1.472948, 0.563975, 2.385156)  0.131
H (-2.949959, 5.023076, -2.206106)  0.103
H (0.775642, 0.776224, 3.518353)  0.114
O (1.224978, 1.920094, -1.224529)  -0.136
C (-2.318512, 2.977965, -2.134623)  -0.139
H (-3.373939, -2.333862, 1.588974)  0.094
C (1.689462, 3.551006, 1.553076)  -0.160
H (-5.339518, -4.103605, 1.250626)  0.082
N (3.405808, 2.269578, 0.456682)  0.082
C (3.455015, 2.590113, 2.879669)  -0.047
H (-4.577483, 0.599797, -3.356578)  0.073
H (-2.501756, -0.831182, 2.713958)  0.111
N (-0.975426, -3.043034, -2.374805)  -0.009
C (-3.374573, -0.556936, -1.331551)  0.000
H (-5.119734, -0.995052, -3.875078)  0.085
C (-5.844355, -3.161577, 1.030139)  -0.044
C (0.734435, -3.821623, -1.416755)  -0.224
H (-6.091527, -2.690466, 1.984529)  0.085
H (-1.120576, -0.331846, 4.686411)  0.140
C (-0.146070, -4.900204, -1.620041)  -0.793
H (-6.423910, -1.986569, -1.353722)  0.120
C (2.896111, 3.118579, 4.031991)  -0.092
C (4.695343, 1.774894, 0.325988)  -0.295
H (0.079448, -4.111130, 3.032573)  0.140
C (1.073621, 3.819192, 0.202401)  -0.042
H (1.263354, 4.251643, 4.858510)  0.097
C (-5.165046, -0.269264, -3.059728)  -0.037
C (6.166131, -0.066113, -0.314024)  -0.113
C (-1.465572, -0.513522, 2.577092)  -0.065
C (-3.692217, -1.944092, 0.636147)  0.027
H (-1.817589, 5.405023, -4.410100)  0.108
C (-2.827586, -1.123160, -0.139845)  -0.253
N (-1.536228, -0.832439, 0.126559)  0.077
H (1.711338, -3.829256, -0.956384)  0.109
C (0.769024, -0.675520, -5.816300)  -0.435
H (7.976240, 2.590070, 0.727551)  0.102
H (1.233037, -1.203531, -6.637311)  0.061
Cl (3.530700, -0.474195, -0.610235)  0.765
C (-2.409991, 4.231243, -2.707046)  -0.060
H (-2.789941, 2.764831, -1.182832)  0.111
C (-0.763784, -2.744731, 1.606424)  -0.066
H (4.359492, 1.995489, 2.942455)  0.114
Ru (-0.243825, 0.153045, -1.501736)  1.301
C (0.514544, 2.535461, -0.375876)  -0.674
C (-1.105017, 3.389928, -4.525509)  -0.030
I (0.122356, -6.866150, -1.074549)  0.851
H (-1.528232, -2.327509, -2.823724)  0.128
H (0.266954, 4.546198, 0.294417)  0.123
H (-2.773090, 0.158649, -1.879376)  0.060
C (0.621762, -1.085326, -4.525938)  -0.247
H (3.375563, 2.939129, 4.986695)  0.102
C (2.867257, 2.809075, 1.636704)  -0.225
H (-0.310540, -3.226295, 0.733882)  0.099
H (6.259687, -1.076797, -0.688605)  0.103
Cl (5.740357, 4.199318, 1.014672)  0.725
N (0.213554, -2.693679, -1.876271)  0.001
C (1.489392, -2.508670, 2.700936)  -0.108
C (-0.347371, 0.985597, -4.402301)  -0.548
H (0.995792, -2.041768, -4.189086)  0.073
C (1.714173, 3.841654, 3.963461)  -0.097
C (-1.239431, -4.356908, -2.251791)  -0.143
C (1.441182, -0.997150, 2.467474)  -0.280
C (1.118237, 4.036523, 2.722993)  -0.036
H (-6.778289, -3.389694, 0.516583)  0.074
H (-1.751689, -3.181673, 1.732820)  0.101
H (1.359189, -0.511826, 4.571884)  0.124
C (-0.649136, -0.827757, 3.835191)  -0.276
H (-6.207128, 0.035666, -2.951633)  0.080
C (0.610506, -0.709936, 1.217799)  -0.148

Cartesian forces (eV/Å) of the 3 atoms listed first:
0.012 0.007 -0.039
-0.014 0.051 -0.056
0.092 0.181 0.125

Properties
gap between HOMO and LUMO (alpha / beta) = 7.74 / 5.89 eV
2S+1 = 6
LUMO energy (alpha / beta) = 0.0158 / -0.0625 Ha